# 1
{
  "formula": "BrZr",
  "method": "ωB97M-V/def2-TZVPD",
  "homo_ha": -1.059,
  "orbital_gap_ev": 7.545,
  "lumo_ev": -21.26,
  "charge": 3,
  "total_energy_ha": -2619.41725,
  "elements": ["Zr", "Br"],
  "positions_angstrom": [[-0.53, -0.89, 0.73], [0.53, 0.89, -0.73]],
  "mulliken_charge": [2.336, 0.664]
}


# 2
{
  "formula": "C101H217N15O13",
  "method": "ωB97M-V/def2-TZVPD",
  "homo_ha": -0.305,
  "orbital_gap_ev": 8.372,
  "lumo_ev": 0.07,
  "total_energy_ha": -5777.41159,
  "elements": ["C", "O", "N", "N", "H", "H", "H", "H", "C", "O", "N", "N", "H", "H", "H", "H", "C", "C", "C", "C", "C", "C", "N", "O", "C", "C", "C", "H", "H", "H", "H", "H", "H", "H", "H", "H", "H", "H", "H", "H", "H", "H", "H", "H", "H", "H", "C", "C", "C", "C", "C", "C", "N", "O", "C", "C", "C", "H", "H", "H", "H", "H", "H", "H", "H", "H", "H", "H", "H", "H", "H", "H", "H", "H", "H", "H", "C", "C", "C", "C", "C", "C", "N", "O", "C", "C", "C", "H", "H", "H", "H", "H", "H", "H", "H", "H", "H", "H", "H", "H", "H", "H", "H", "H", "H", "H", "C", "C", "C", "C", "C", "C", "N", "O", "C", "C", "C", "H", "H", "H", "H", "H", "H", "H", "H", "H", "H", "H", "H", "H", "H", "H", "H", "H", "H", "H", "C", "C", "C", "C", "C", "C", "N", "O", "C", "C", "C", "H", "H", "H", "H", "H", "H", "H", "H", "H", "H", "H", "H", "H", "H", "H", "H", "H", "H", "H", "C", "C", "C", "C", "C", "C", "N", "O", "C", "C", "C", "H", "H", "H", "H", "H", "H", "H", "H", "H", "H", "H", "H", "H", "H", "H", "H", "H", "H", "H", "C", "C", "C", "C", "C", "C", "N", "O", "C", "C", "C", "H", "H", "H", "H", "H", "H", "H", "H", "H", "H", "H", "H", "H", "H", "H", "H", "H", "H", "H", "C", "C", "C", "C", "C", "C", "N", "O", "C", "C", "C", "H", "H", "H", "H", "H", "H", "H", "H", "H", "H", "H", "H", "H", "H", "H", "H", "H", "H", "H", "C", "C", "C", "C", "C", "C", "N", "O", "C", "C", "C", "H", "H", "H", "H", "H", "H", "H", "H", "H", "H", "H", "H", "H", "H", "H", "H", "H", "H", "H", "C", "C", "C", "C", "C", "C", "N", "O", "C", "C", "C", "H", "H", "H", "H", "H", "H", "H", "H", "H", "H", "H", "H", "H", "H", "H", "H", "H", "H", "H", "C", "C", "C", "C", "C", "C", "N", "O", "C", "C", "C", "H", "H", "H", "H", "H", "H", "H", "H", "H", "H", "H", "H", "H", "H", "H", "H", "H", "H", "H"],
  "positions_angstrom": [[11.38, 20.16, 18.84], [12.35, 20.79, 19.16], [10.13, 20.47, 19.19], [11.39, 19.00, 18.01], [9.47, 19.73, 19.13], [9.99, 20.89, 20.10], [12.31, 18.55, 17.76], [10.58, 18.66, 17.47], [18.83, 21.56, 22.49], [18.72, 21.66, 23.73], [18.24, 20.50, 21.70], [19.51, 22.47, 21.73], [17.50, 19.99, 22.17], [17.92, 20.84, 20.81], [19.73, 22.18, 20.78], [20.15, 23.10, 22.15], [19.78, 28.79, 16.52], [18.30, 28.55, 16.37], [17.70, 28.36, 17.81], [16.19, 28.22, 17.87], [15.62, 29.50, 17.28], [16.15, 29.86, 15.87], [17.63, 29.75, 15.80], [18.13, 30.05, 14.53], [15.51, 28.98, 14.74], [15.77, 31.33, 15.63], [18.24, 27.31, 15.40], [20.24, 27.97, 16.98], [19.80, 29.68, 17.13], [20.29, 29.06, 15.57], [18.20, 27.50, 18.26], [18.04, 29.26, 18.29], [15.93, 28.11, 18.94], [15.93, 27.26, 17.38], [16.00, 30.36, 17.93], [14.53, 29.43, 17.21], [15.98, 29.24, 13.77], [15.66, 27.90, 14.85], [14.45, 29.24, 14.62], [16.39, 31.97, 16.23], [16.00, 31.75, 14.65], [14.72, 31.47, 15.89], [18.60, 27.69, 14.48], [17.29, 26.79, 15.21], [19.05, 26.60, 15.73], [17.88, 29.44, 13.83], [21.64, 17.62, 18.12], [22.19, 18.83, 17.26], [22.33, 20.08, 18.13], [23.58, 20.03, 19.04], [24.75, 19.93, 18.10], [24.70, 18.60, 17.25], [23.43, 18.63, 16.59], [23.39, 17.38, 15.87], [25.71, 18.74, 16.10], [25.01, 17.33, 17.99], [21.05, 19.08, 16.25], [20.98, 16.98, 17.52], [21.10, 17.94, 19.00], [22.33, 16.80, 18.42], [22.44, 20.89, 17.37], [21.38, 20.10, 18.75], [23.63, 19.12, 19.68], [23.72, 20.86, 19.75], [25.66, 19.91, 18.74], [24.77, 20.70, 17.32], [26.67, 18.99, 16.57], [25.72, 17.85, 15.55], [25.47, 19.56, 15.48], [24.87, 16.49, 17.36], [26.02, 17.28, 18.32], [24.40, 17.20, 18.93], [20.87, 18.22, 15.65], [21.49, 19.93, 15.64], [20.09, 19.40, 16.72], [23.11, 17.67, 15.03], [11.36, 28.30, 17.48], [11.50, 26.82, 17.30], [10.76, 26.17, 18.54], [10.56, 24.67, 18.43], [9.88, 24.32, 17.16], [10.57, 24.88, 15.96], [10.77, 26.31, 16.14], [11.29, 26.92, 14.98], [11.88, 24.10, 15.65], [9.68, 24.69, 14.71], [13.05, 26.50, 17.41], [11.88, 28.95, 16.73], [11.82, 28.53, 18.42], [10.33, 28.66, 17.42], [11.19, 26.51, 19.48], [9.84, 26.70, 18.60], [9.92, 24.25, 19.19], [11.56, 24.22, 18.49], [8.84, 24.67, 17.12], [9.91, 23.24, 17.08], [12.64, 24.36, 16.34], [11.59, 23.03, 15.54], [12.32, 24.39, 14.72], [8.74, 25.10, 14.96], [10.10, 25.04, 13.83], [9.49, 23.61, 14.52], [13.55, 26.65, 16.45], [13.18, 25.40, 17.70], [13.67, 27.09, 18.10], [10.56, 27.32, 14.49], [16.54, 17.72, 14.99], [17.18, 16.71, 14.03], [15.95, 16.10, 13.25], [16.40, 15.24, 12.06], [17.38, 16.04, 11.19], [18.50, 16.76, 11.86], [17.96, 17.41, 13.06], [18.92, 18.29, 13.70], [19.73, 15.81, 12.16], [19.16, 17.78, 10.88], [17.82, 15.60, 14.76], [15.87, 18.48, 14.54], [17.27, 18.30, 15.54], [15.89, 17.16, 15.66], [15.35, 15.46, 13.94], [15.30, 16.90, 12.85], [15.62, 14.92, 11.35], [16.85, 14.26, 12.42], [16.87, 16.77, 10.57], [17.86, 15.44, 10.39], [20.25, 15.46, 11.27], [20.51, 16.26, 12.82], [19.37, 14.97, 12.70], [19.75, 17.27, 10.11], [18.38, 18.31, 10.33], [19.81, 18.57, 11.34], [17.09, 15.41, 15.53], [18.75, 15.80, 15.22], [17.92, 14.70, 14.13], [18.82, 19.11, 13.19], [16.80, 24.35, 11.97], [16.48, 22.89, 12.28], [15.45, 22.84, 13.42], [14.94, 21.43, 13.75], [14.22, 20.98, 12.46], [15.13, 20.97, 11.25], [15.79, 22.29, 11.11], [16.71, 22.31, 10.02], [16.14, 19.81, 11.24], [14.21, 20.89, 10.03], [17.77, 22.12, 12.77], [17.07, 24.91, 12.88], [15.82, 24.76, 11.67], [17.44, 24.47, 11.09], [15.81, 23.47, 14.24], [14.56, 23.31, 12.95], [14.34, 21.59, 14.64], [15.78, 20.78, 14.06], [13.29, 21.49, 12.28], [13.85, 19.98, 12.58], [15.76, 19.07, 10.52], [17.12, 20.07, 10.88], [16.32, 19.45, 12.24], [13.46, 20.10, 10.08], [13.65, 21.83, 9.95], [14.86, 20.90, 9.19], [18.57, 21.97, 11.99], [17.53, 21.06, 13.00], [18.22, 22.51, 13.70], [16.25, 22.78, 9.32], [14.01, 23.49, 22.55], [13.74, 22.14, 23.15], [14.92, 21.18, 22.81], [14.89, 19.70, 23.46], [14.95, 20.02, 24.96], [13.79, 20.91, 25.41], [13.81, 22.18, 24.62], [12.82, 23.09, 25.06], [12.40, 20.20, 25.46], [14.09, 21.21, 26.86], [12.56, 21.41, 22.47], [13.96, 23.44, 21.45], [14.97, 23.87, 22.81], [13.27, 24.24, 22.88], [15.11, 21.00, 21.76], [15.79, 21.67, 23.29], [15.81, 19.18, 23.11], [14.06, 19.06, 23.19], [15.79, 20.63, 25.19], [14.90, 19.10, 25.59], [12.48, 19.47, 26.31], [11.59, 20.83, 25.74], [12.11, 19.59, 24.61], [13.31, 21.73, 27.38], [14.15, 20.22, 27.40], [15.07, 21.71, 27.09], [12.63, 21.37, 21.41], [11.64, 22.00, 22.53], [12.31, 20.44, 22.87], [13.22, 23.85, 25.47], [11.78, 27.40, 22.67], [12.58, 28.42, 23.46], [13.18, 27.83, 24.77], [14.36, 26.87, 24.37], [15.40, 27.65, 23.61], [14.87, 28.27, 22.31], [13.70, 29.07, 22.70], [13.06, 29.58, 21.54], [15.87, 29.29, 21.78], [14.63, 27.24, 21.24], [11.68, 29.62, 23.95], [12.28, 26.45, 22.75], [11.69, 27.65, 21.63], [10.75, 27.30, 23.07], [13.49, 28.56, 25.54], [12.45, 27.24, 25.38], [13.96, 26.03, 23.83], [14.89, 26.48, 25.26], [16.41, 27.27, 23.43], [15.65, 28.57, 24.18], [16.06, 29.89, 22.63], [16.78, 28.76, 21.58], [15.50, 29.84, 20.91], [14.01, 27.76, 20.45], [15.60, 26.97, 20.86], [14.02, 26.34, 21.55], [12.42, 30.33, 24.40], [11.02, 29.19, 24.77], [11.16, 30.03, 23.10], [13.35, 30.48, 21.44], [15.26, 16.96, 18.86], [16.25, 15.96, 19.39], [16.42, 16.02, 20.90], [15.23, 15.45, 21.71], [14.92, 14.02, 21.29], [14.77, 13.84, 19.82], [15.86, 14.56, 19.13], [15.83, 14.27, 17.74], [14.97, 12.37, 19.57], [13.36, 14.23, 19.35], [17.62, 16.15, 18.71], [15.69, 17.92, 18.52], [14.76, 16.65, 17.96], [14.36, 17.15, 19.51], [17.30, 15.41, 21.06], [16.65, 17.01, 21.26], [15.47, 15.38, 22.80], [14.37, 16.06, 21.62], [14.00, 13.63, 21.78], [15.77, 13.35, 21.55], [14.15, 11.88, 20.16], [15.92, 12.07, 19.97], [15.01, 12.05, 18.53], [12.62, 13.54, 19.74], [13.29, 14.02, 18.28], [13.02, 15.24, 19.59], [18.04, 17.10, 18.95], [18.24, 15.34, 19.09], [17.59, 16.04, 17.62], [15.24, 14.93, 17.35], [19.87, 27.34, 22.14], [20.97, 27.14, 21.14], [21.38, 28.45, 20.56], [22.60, 28.35, 19.60], [23.71, 27.70, 20.43], [23.32, 26.35, 21.09], [22.09, 26.52, 21.86], [21.67, 25.24, 22.35], [23.26, 25.21, 19.99], [24.40, 25.93, 22.08], [20.40, 26.24, 20.06], [19.46, 26.36, 22.39], [19.08, 28.03, 21.89], [20.36, 27.66, 23.13], [20.46, 28.79, 20.06], [21.65, 29.13, 21.39], [22.96, 29.31, 19.28], [22.31, 27.71, 18.80], [24.15, 28.23, 21.30], [24.68, 27.53, 19.87], [22.80, 25.52, 19.04], [24.28, 24.85, 19.76], [22.67, 24.36, 20.40], [25.34, 25.87, 21.50], [24.42, 26.64, 22.92], [24.27, 24.93, 22.51], [19.39, 26.63, 19.99], [20.30, 25.17, 20.40], [20.99, 26.21, 19.15], [21.89, 25.30, 23.27], [17.69, 19.65, 18.40], [17.16, 20.91, 17.74], [15.62, 20.76, 17.66], [14.77, 22.02, 17.43], [15.12, 22.96, 18.64], [16.64, 23.30, 18.65], [17.39, 21.98, 18.65], [18.73, 22.12, 18.84], [17.12, 24.27, 17.51], [16.99, 24.03, 19.94], [17.62, 21.26, 16.30], [18.75, 19.60, 18.45], [17.33, 18.90, 17.68], [17.19, 19.47, 19.33], [15.50, 19.92, 16.96], [15.40, 20.31, 18.65], [13.73, 21.90, 17.53], [15.04, 22.53, 16.49], [14.78, 22.53, 19.62], [14.60, 23.88, 18.46], [16.81, 24.03, 16.50], [16.89, 25.32, 17.77], [18.22, 24.25, 17.40], [16.51, 24.99, 20.06], [16.83, 23.36, 20.78], [18.02, 24.24, 20.13], [16.98, 21.97, 15.83], [17.54, 20.35, 15.71], [18.66, 21.65, 16.22], [19.20, 22.57, 18.13], [20.71, 23.52, 14.46], [22.13, 23.80, 15.13], [23.06, 22.64, 14.76], [24.54, 22.90, 15.07], [24.88, 24.22, 14.31], [24.03, 25.42, 14.81], [22.65, 25.07, 14.60], [21.84, 26.18, 15.07], [24.52, 25.80, 16.24], [24.37, 26.63, 13.99], [21.77, 23.91, 16.60], [20.00, 24.28, 14.55], [20.25, 22.61, 14.91], [20.92, 23.40, 13.39], [22.67, 21.70, 15.20], [22.83, 22.54, 13.71], [24.97, 21.99, 14.62], [24.77, 22.95, 16.13], [24.58, 24.13, 13.26], [25.90, 24.59, 14.43], [25.49, 26.25, 16.09], [23.93, 26.59, 16.75], [24.77, 24.98, 16.90], [25.43, 26.72, 13.98], [23.94, 26.45, 12.97], [23.92, 27.49, 14.50], [22.61, 24.15, 17.31], [21.23, 23.08, 16.98], [21.03, 24.71, 16.77], [21.35, 26.40, 14.27]],
  "mulliken_charge": [0.271, -0.211, -0.467, -0.396, 0.204, 0.264, 0.151, 0.190, 0.465, -0.743, -0.332, 0.277, 0.142, 0.051, -0.486, 0.101, -2.394, 2.286, -1.164, 1.257, -1.325, 2.118, 0.220, -0.493, -1.769, -2.185, -0.567, 0.245, 0.725, 0.283, -0.545, 0.990, -0.665, -0.164, 0.426, 0.299, 0.479, 0.142, 0.480, 0.500, 0.437, 0.330, 0.963, -0.666, -0.458, 0.321, -1.708, 1.961, -0.104, -0.804, -0.559, 1.458, 0.744, -0.620, -1.964, -1.896, -1.564, 0.136, 0.390, 0.400, -0.145, -0.066, 0.225, 0.447, 0.366, -0.045, 0.415, 0.510, 0.270, 0.411, 0.510, 0.279, 1.134, -0.210, -0.502, 0.348, -1.826, 1.853, -1.421, 0.712, -1.652, 2.372, 0.330, -0.525, -1.539, -2.422, 0.896, 0.161, 0.142, 0.560, -0.117, 0.652, 0.528, -0.520, 0.398, 0.283, -0.178, 0.425, 0.589, 0.621, 0.537, 0.353, 0.528, -1.669, -0.525, 0.366, -0.670, 0.946, -1.082, -0.771, -1.253, 1.511, 0.347, 0.638, -1.734, -1.742, -1.248, 0.287, -0.426, 0.287, 0.376, 0.245, 0.508, 0.307, 0.310, 0.347, 0.491, 0.147, 0.466, 0.464, 0.388, 0.191, 0.390, -0.106, 0.412, -0.119, -2.007, 2.396, -1.498, 1.466, -2.429, 2.322, 0.062, -0.493, -0.891, -2.238, 0.571, 0.066, 0.514, 0.393, -0.471, 0.962, 0.150, -0.683, 0.425, 0.546, 0.496, 0.125, -0.189, 0.354, 0.514, 0.568, 0.720, -1.076, -0.773, 0.394, -1.787, 3.343, -1.288, -0.159, -1.569, 1.459, 0.319, -0.557, -1.716, -1.954, -1.776, -0.834, 0.603, 0.780, -0.333, 0.577, -0.102, 0.377, 0.585, 0.444, 0.444, 0.419, 0.311, 0.443, 0.418, 0.365, 0.073, 0.445, 0.128, 0.318, -1.310, 1.842, -1.671, 0.496, -1.605, 2.358, 0.104, -0.455, -1.860, 0.252, -1.809, -0.128, 0.199, 0.655, 0.354, 0.449, -0.642, 0.491, 0.486, 0.450, 0.793, -0.106, 0.141, 0.080, -0.126, -0.842, 0.435, 0.355, 0.410, 0.350, -0.843, 2.310, -1.251, -0.575, -1.339, 1.793, 0.010, -0.440, -2.046, -1.850, -2.033, -0.356, 0.320, 0.121, 0.584, -0.024, 0.413, 0.363, 0.394, 0.387, 0.387, 0.492, 0.352, 0.520, 0.417, 0.255, 0.067, 0.769, 0.241, 0.293, -2.489, 2.490, -1.496, 0.316, -1.662, 1.950, -0.130, -0.266, -0.620, -2.029, 1.082, 0.364, 0.307, 0.468, 0.102, 0.445, 0.552, -0.444, 0.455, 0.316, -0.504, 0.642, 0.134, 0.394, 0.503, 0.379, 0.213, -0.631, -1.029, 0.338, -1.771, 1.766, -0.875, -0.723, 0.479, 3.524, 0.692, 2.355, 0.054, -0.624, 1.048, -0.102, -0.102, 1.162, 0.177, 0.000, 0.964, -0.464, -1.259, -0.335, -0.511, -0.210, -0.588, -0.109, -0.134, -0.727, -0.619, -0.340, -0.997, -0.872, -2.483, 2.937, -0.792, -0.174, -1.749, 1.646, -0.074, -0.075, -1.422, -1.923, -0.643, 0.493, 0.035, 0.706, -0.899, 0.861, 0.361, 0.075, 0.351, 0.560, 0.635, 0.017, 0.227, 0.480, 0.420, 0.347, -0.062, -0.107, -0.207, 0.285]
}